No. 1
Below is a molecular structure, C7H9NO, with properties calculated with ωB97M-V with the def2-TZVPD basis set.

Output
- E_HOMO (eV) = -8.974
- energy relative to the best compared isomer or geometry (same formula, charge and spin) (eV) = 8.204
- 2S+1 = 1
- charge = 0
- energy (eV) = -10934.6106

Each line ends with the natural charge from an NBO analysis.
CARTESIAN COORDINATES (ANGSTROEM)
C 3.319 0.699 0.278  -0.3522
C 1.018 -0.066 -0.283  0.1681
C 0.093 -0.953 0.016  -0.3068
C -1.248 -0.914 -0.379  -0.2248
C -2.379 -0.914 0.633  -0.3702
C -2.155 0.426 -0.285  -0.3614
C -1.497 1.706 -0.150  0.2593
H 3.174 1.109 1.585  0.2412
H 3.079 1.634 -0.677  0.2308
H 4.350 -0.077 0.058  0.2406
H 0.566 0.759 -1.050  0.1673
H 0.466 -1.893 0.607  0.2139
H -1.606 -1.478 -1.312  0.2184
H -3.318 -1.571 0.511  0.2338
H -1.887 -1.160 1.601  0.2301
H -3.142 0.308 -1.077  0.2701
N -1.111 2.811 0.183  -0.3114
O 2.280 -0.425 -0.261  -0.5467

***

No. 2
Below is a single C6H8S2 molecule, with properties calculated with ωB97M-V with the def2-TZVPD basis set.

Output
- E_HOMO (alpha / beta) (eV) = -5.766 / -5.766
- energy relative to the best compared isomer or geometry (same formula, charge and spin) (eV) = 6.129
- 2S+1 = 1
- charge = 0
- energy (eV) = -28015.9135

Each line ends with the natural charge from an NBO analysis.
CARTESIAN COORDINATES (ANGSTROEM)
C -2.403 -1.572 -1.327  0.0085
C -2.480 -2.849 -0.585  -0.0591
C 0.899 0.624 0.822  -0.4339
C 1.291 1.683 -0.153  -0.5484
C -0.626 0.492 0.935  -0.5663
C -1.856 -1.734 0.003  -0.1047
S 0.772 1.199 -1.802  -0.6591
S -1.110 -1.154 1.430  0.4880
H -2.596 -1.044 -2.243  0.2947
H -2.881 -3.795 -0.445  0.2575
H 1.484 -0.272 0.354  0.2377
H 1.345 0.945 1.887  0.1853
H 0.950 2.679 0.109  0.1849
H 2.389 1.847 -0.136  0.2050
H -0.885 1.240 1.699  0.2426
H -1.051 0.628 -0.006  0.2673

***

No. 3
Below is a molecular structure, C13H21N3O10P2S, with properties calculated with ωB97M-V with the def2-TZVPD basis set.

Output
- E_HOMO (eV) = -8.403
- energy relative to the best compared isomer or geometry (same formula, charge and spin) (eV) = 0.000
- 2S+1 = 1
- charge = 0
- energy (eV) = -68174.2015

Each line ends with the natural charge from an NBO analysis.
CARTESIAN COORDINATES (ANGSTROEM)
O 1.059 5.294 -6.450  -0.4671
C 0.616 4.218 -6.366  0.8800
N 0.307 3.042 -6.172  -0.5904
C 0.971 2.572 -4.946  0.0327
C 0.207 2.308 -3.725  -0.1852
C 0.865 1.908 -2.590  -0.2185
C 2.288 1.723 -2.656  0.1039
N 3.142 1.332 -1.689  -0.5895
S 4.642 1.260 -2.308  0.8913
N 4.379 1.739 -3.867  -0.5608
C 3.067 1.948 -3.874  0.0443
C 2.344 2.412 -5.044  0.3404
O 3.055 2.639 -6.171  -0.6549
H -0.878 2.451 -3.778  0.2374
H 0.309 1.738 -1.664  0.2459
H 2.471 2.730 -6.938  0.4896
C -1.195 -1.603 0.484  -0.2232
O -0.004 -2.260 0.062  -0.7974
P 0.084 -2.748 -1.562  2.3709
O -0.557 -1.486 -2.096  -0.9638
O -1.020 -3.933 -1.252  -0.8132
C -0.652 -4.965 -0.330  -0.2489
O 0.350 -3.374 -3.111  -0.7758
C -0.782 -3.657 -3.920  -0.2366
H -1.253 -1.699 1.567  0.1845
H -1.146 -0.545 0.231  0.1995
H -2.082 -2.056 0.040  0.1827
H -1.196 -4.820 0.605  0.1863
H 0.419 -4.964 -0.122  0.1726
H -0.930 -5.928 -0.756  0.1894
H -1.485 -2.824 -3.924  0.1988
H -1.280 -4.567 -3.584  0.1820
H -0.423 -3.819 -4.936  0.1923
C -1.691 3.345 5.301  -0.2297
O -0.438 2.709 5.069  -0.8013
P -0.475 1.118 4.508  2.4335
O -1.607 1.278 3.531  -1.0124
O -0.975 0.585 5.982  -0.8212
C -0.127 0.837 7.109  -0.2501
O -0.032 -0.432 4.027  -0.7832
C -0.973 -1.477 4.216  -0.2406
H -1.513 4.172 5.989  0.1873
H -2.084 3.744 4.367  0.1989
H -2.410 2.659 5.749  0.1890
H -0.576 1.617 7.725  0.1874
H 0.872 1.155 6.806  0.1755
H -0.046 -0.076 7.696  0.1899
H -1.963 -1.196 3.853  0.1989
H -1.027 -1.762 5.266  0.1864
H -0.625 -2.339 3.647  0.1926

***

No. 4
Below is 3 unconnected molecules or ions with the total composition C5H8O2, with properties calculated with ωB97M-V with the def2-TZVPD basis set.

Output
- E_HOMO (alpha / beta) (eV) = -7.802 / -7.803
- energy relative to the best compared isomer or geometry (same formula, charge and spin) (eV) = 7.097
- 2S+1 = 1
- charge = 0
- energy (eV) = -9402.7355

Each line ends with the natural charge from an NBO analysis.
CARTESIAN COORDINATES (ANGSTROEM)
C -1.682 0.128 0.859  -0.4409
C -1.373 -0.283 -0.529  -0.1076
O -0.079 1.100 -1.210  -0.5032
C 1.005 1.283 -0.606  0.0568
C 1.681 -0.585 -0.021  0.0879
O 0.930 -1.131 0.823  -0.4971
C -0.979 -1.119 0.452  -0.0775
H -1.100 0.935 1.318  0.1975
H -2.710 0.076 1.225  0.1983
H -1.861 -0.335 -1.487  0.2306
H 1.009 1.782 0.377  0.1434
H 1.930 1.352 -1.193  0.1627
H 1.675 -0.947 -1.062  0.1462
H 2.583 -0.091 0.355  0.1741
H -1.030 -2.165 0.699  0.2287

***

No. 5
Below is a molecular structure, C38H38FN3O3OsS3SbTe, with properties calculated with ωB97M-V with the def2-TZVPD basis set.

Output
- E_HOMO (alpha / beta) (eV) = -4.813 / -4.938
- ⟨S²⟩ = 6.05
- energy relative to the best compared isomer or geometry (same formula, charge and spin) (eV) = 0.000
- 2S+1 = 5
- charge = -1
- energy (eV) = -102155.4102

Each line ends with the Mulliken spin population.
CARTESIAN COORDINATES (ANGSTROEM)
Os -0.197 0.032 0.146  1.9516
S -1.509 -0.241 4.787  0.1166
Sb -2.330 0.260 2.737  0.0943
S -0.386 1.558 1.798  0.2556
S -1.308 -1.543 1.279  0.3745
O 1.321 -0.566 -2.027  0.0633
N 1.295 0.353 -2.853  0.0132
N 0.954 1.461 -2.320  0.0076
O 0.706 1.606 -1.024  0.0146
C 0.739 2.598 -3.169  0.0060
C -0.100 3.599 -2.705  -0.0029
C -0.405 4.663 -3.543  0.0013
C 0.145 4.738 -4.815  -0.0010
C 1.016 3.747 -5.249  0.0004
C 1.313 2.666 -4.436  -0.0013
H -0.515 3.506 -1.710  0.0024
H -1.088 5.430 -3.201  0.0000
H -0.110 5.562 -5.473  -0.0001
H 1.468 3.813 -6.233  0.0000
H 1.974 1.877 -4.763  -0.0005
F 6.330 1.860 -0.932  -0.0005
C 5.204 1.266 -0.466  -0.0093
C 4.359 1.983 0.354  0.0084
C 3.213 1.364 0.830  -0.0222
C 2.897 0.049 0.489  0.0753
C 1.658 -0.605 1.027  -0.0503
C 3.789 -0.640 -0.330  -0.0134
C 4.943 -0.040 -0.818  0.0042
H 4.599 3.009 0.607  0.0003
H 2.528 1.919 1.462  -0.0115
H 1.555 -0.381 2.080  0.0015
H 1.706 -1.686 0.906  0.0037
H 3.566 -1.665 -0.602  -0.0008
H 5.630 -0.572 -1.465  0.0002
C 0.478 -7.448 -6.978  -0.0011
C 0.170 -6.324 -6.020  0.0053
C 1.124 -5.864 -5.124  0.0035
C 0.856 -4.825 -4.232  -0.0037
C 1.964 -4.364 -3.305  0.0327
C -0.427 -4.255 -4.214  0.1353
Te -0.746 -2.684 -2.633  0.3867
N -1.425 -0.839 -1.642  0.4875
C -1.969 0.339 -1.820  0.0687
O -2.018 1.116 -0.802  0.0492
C -2.488 0.886 -3.119  -0.0723
C -1.889 0.580 -4.336  0.0058
C -2.340 1.175 -5.507  0.0062
C -3.398 2.073 -5.469  -0.0012
C -4.001 2.381 -4.254  0.0017
C -3.539 1.799 -3.083  0.0069
C -2.445 -3.721 -1.852  0.0448
C -3.760 -3.265 -1.981  -0.0003
C -4.153 -2.069 -2.807  -0.0413
C -4.788 -3.956 -1.338  -0.0044
C -4.553 -5.090 -0.585  0.0000
C -5.672 -5.827 0.107  0.0000
C -3.241 -5.541 -0.478  0.0023
C -2.184 -4.877 -1.084  -0.0390
C -0.791 -5.431 -0.886  0.0372
C -1.383 -4.670 -5.152  -0.0571
C -2.742 -4.020 -5.242  0.0448
C -1.074 -5.704 -6.032  -0.0001
H 1.484 -7.835 -6.815  0.0000
H 0.408 -7.109 -8.014  0.0009
H -0.229 -8.272 -6.854  0.0004
H 2.110 -6.322 -5.118  0.0029
H 2.916 -4.809 -3.602  0.0007
H 1.762 -4.658 -2.270  -0.0056
H 2.076 -3.278 -3.315  -0.0037
H -1.053 -0.108 -4.363  0.0194
H -1.860 0.943 -6.450  0.0006
H -3.747 2.539 -6.383  0.0000
H -4.826 3.083 -4.219  0.0001
H -3.979 2.045 -2.125  -0.0006
H -3.321 -1.688 -3.385  0.0277
H -4.517 -1.262 -2.168  0.0003
H -4.957 -2.335 -3.499  0.0021
H -5.804 -3.582 -1.444  0.0006
H -6.639 -5.377 -0.118  0.0000
H -5.529 -5.809 1.190  0.0001
H -5.698 -6.873 -0.204  0.0001
H -3.032 -6.431 0.110  0.0004
H -0.813 -6.282 -0.205  0.0006
H -0.132 -4.670 -0.464  -0.0142
H -0.365 -5.762 -1.836  -0.0093
H -2.651 -2.933 -5.195  -0.0024
H -3.379 -4.335 -4.413  -0.0023
H -3.242 -4.286 -6.176  0.0013
H -1.825 -6.029 -6.747  0.0004

***

No. 6
Below is a molecular structure, C25H48LaO3P2S, with properties calculated with ωB97M-V with the def2-TZVPD basis set.

Output
- E_HOMO (alpha / beta) (eV) = -9.582 / -9.584
- energy relative to the best compared isomer or geometry (same formula, charge and spin) (eV) = 3.753
- 2S+1 = 1
- charge = +1
- energy (eV) = -63111.9662

Each line ends with the Löwdin charge.
CARTESIAN COORDINATES (ANGSTROEM)
La 0.297 -0.347 -0.302  1.9688
C 1.904 1.097 2.150  -0.2700
C 2.767 0.432 1.233  -0.3170
C 1.937 2.326 0.203  -0.2609
C 1.456 2.303 1.547  -0.2158
C 2.726 1.157 -0.009  -0.3521
C 1.641 0.664 3.541  -0.0464
H 1.752 -0.427 3.641  0.0691
H 0.611 0.921 3.832  0.0537
H 2.329 1.131 4.270  0.1016
C 0.786 3.388 2.288  -0.0209
H 0.139 2.982 3.081  0.0725
H 0.173 3.996 1.619  0.0589
H 1.523 4.040 2.790  0.1041
C 1.859 3.444 -0.758  -0.0366
H 2.695 4.151 -0.615  0.1038
H 0.911 3.984 -0.667  0.0575
H 1.939 3.079 -1.791  0.0654
C 3.466 0.855 -1.273  -0.0556
H 4.558 0.916 -1.107  0.1006
H 3.194 1.569 -2.072  0.0737
H 3.237 -0.153 -1.668  0.0407
C 3.761 -0.599 1.641  -0.0555
H 4.580 -0.142 2.238  0.1054
H 4.212 -1.103 0.776  0.0719
H 3.284 -1.353 2.286  0.0631
C -1.120 -2.309 0.281  -0.2639
C -0.114 -2.281 1.235  -0.2689
C 0.962 -3.336 1.392  -0.1384
C 2.133 -3.287 0.381  -0.1653
C 2.011 -2.314 -0.750  -0.2067
C 0.991 -2.366 -1.682  -0.2841
C -0.002 -3.510 -1.713  -0.1614
C -1.246 -3.360 -0.802  -0.1468
H 0.542 -4.355 1.373  0.1308
H 2.283 -4.311 -0.006  0.1361
H 1.385 -3.203 2.404  0.1229
H -1.456 -4.366 -0.387  0.1389
H -2.004 -1.658 0.409  0.0675
H -0.239 -1.628 2.126  0.0582
H -2.124 -3.117 -1.427  0.1141
H -0.360 -3.661 -2.743  0.1027
H 1.116 -1.841 -2.644  0.0501
H 0.505 -4.457 -1.463  0.1266
H 3.050 -3.057 0.943  0.0990
H 2.981 -1.903 -1.039  0.1054
P -2.320 -0.115 2.614  0.7924
C -2.503 1.332 3.696  -0.2729
H -3.317 1.145 4.407  0.0513
H -2.719 2.222 3.096  0.0315
H -1.563 1.477 4.247  0.0265
C -3.952 -0.241 1.776  -0.2704
H -4.730 -0.390 2.537  0.0510
H -3.944 -1.100 1.089  0.0290
H -4.142 0.678 1.204  0.0226
C -2.506 -1.483 3.813  -0.2885
H -2.498 -2.445 3.285  0.0363
H -3.456 -1.364 4.343  0.0451
H -1.675 -1.457 4.528  0.0445
P -0.258 0.026 -3.484  0.7601
C 1.014 -0.042 -4.810  -0.2603
H 0.606 -0.467 -5.737  0.0553
H 1.869 -0.650 -4.474  0.0341
H 1.367 0.983 -5.010  0.0557
C -1.503 -1.260 -3.918  -0.2611
H -1.091 -2.274 -3.839  0.0202
H -1.859 -1.089 -4.943  0.0597
H -2.354 -1.170 -3.222  0.0526
C -1.222 1.492 -3.998  -0.2817
H -1.418 1.449 -5.081  0.0644
H -0.652 2.404 -3.754  0.0569
H -2.179 1.491 -3.452  0.0193
C -2.979 3.055 -1.706  -0.1518
S -2.049 2.682 -0.233  0.4854
O -1.122 3.794 -0.084  -0.3255
O -3.036 2.456 0.812  -0.3494
O -1.290 1.374 -0.545  -0.6329
H -3.593 3.918 -1.406  0.0808
H -3.624 2.205 -1.968  0.0712
H -2.335 3.367 -2.540  0.0523

***

The highest energy belongs to which entry? C5H8O2

***

The highest energy relative to the best compared isomer or geometry (same formula, charge and spin) belongs to which entry? C7H9NO

***

Look up the energy of the first one. -10934.6106 eV